Density functional theory data (the ωB97M-V functional and the def2-TZVPD basis) for the ion C7H15BClO4 with charge -1.

```
! wB97M-V def2-TZVPD RIJCOSX def2/J DEFGRID3
* xyz -1 1
H -2.71462 2.35145 -0.90633
H 0.61350 -2.09860 1.35275
C -0.37831 -0.30371 2.05014
O 1.79801 -0.83428 2.49178
H 2.39523 -0.34500 0.18477
C 1.31618 -0.51204 0.14580
H 1.59976 -0.44751 4.68879
C 0.83623 -1.03436 1.49041
B 1.05124 -0.96386 3.74531
H -1.29219 2.23277 0.10924
C 0.76889 -0.88621 -2.13881
H -0.24059 0.76640 1.83252
H 1.14203 -1.56999 -2.90754
H -1.28970 1.86156 -2.92644
Cl 0.92504 -2.88299 4.23831
H 0.82505 0.43667 -0.09119
H -1.40796 3.55523 -1.08451
C -0.97586 1.60361 -1.90542
H -1.32112 -0.66874 1.63580
O -0.31250 -0.49839 3.44271
O -1.34162 0.28306 -1.60380
C -1.63691 2.51097 -0.88760
H -0.90008 -0.53541 -3.45537
H 1.31889 0.05259 -2.25594
O 1.02079 -1.45762 -0.88734
H 0.11079 1.73782 -1.86281
C -0.71510 -0.70702 -2.38556
H -1.19507 -1.64638 -2.10969
*
```

Energy = -1061.85075 Eh

Density functional theory data (the ωB97M-V functional and the def2-TZVPD basis) for an isolated molecule of C3H2N4 in a non-equilibrium geometry.

```
! wB97M-V def2-TZVPD RIJCOSX def2/J DEFGRID3
* xyz 0 1
N -1.86550 -0.49303 2.18440
C 1.65668 0.20358 -0.70280
N 1.10191 -0.24944 0.39996
N 0.66828 0.49899 -1.59099
H 2.66164 0.09630 -1.11177
H 0.71774 1.00620 -2.50266
C -0.25763 -0.12335 0.15543
N -0.54462 0.29715 -1.04694
C -1.21571 -0.32658 1.21227
*
```

SMILES string = N#Cc1nc[nH]n1
Energy = -334.51729 Eh

Density functional theory data (the ωB97M-V functional and the def2-TZVPD basis) for a structure of composition C6H21CdN4 in a non-equilibrium geometry.

```
! wB97M-V def2-TZVPD RIJCOSX def2/J DEFGRID3
* xyz -1 1
C 1.93683 -0.33712 4.85676
H -1.51209 -0.70785 1.81244
Cd 0.09258 -0.01678 0.07312
H -2.84876 0.20960 3.28755
H -1.97798 -0.66905 6.26853
C -0.13644 -0.56579 3.32274
C -1.02243 -0.65038 5.71745
C -1.08758 1.72747 0.60974
H 2.37746 0.65403 5.04662
H 1.02486 -1.96356 -1.67356
H -1.35010 -0.45020 -0.75584
H -3.33476 -0.71236 4.69616
H 3.19914 0.02739 2.77831
H -1.51138 2.18815 -0.26283
H -0.47430 -1.53931 6.06550
H 1.85544 0.76450 1.87174
H 0.11356 0.65936 -1.48118
H 2.29170 -1.47651 -0.76816
H 2.73022 -1.09247 4.87607
N 1.33620 -1.76904 -0.73436
H -0.55703 0.29967 5.99241
H -2.85898 -1.59659 3.24459
N 1.18522 -0.36163 3.57038
H 1.24062 -2.58874 -0.17610
N -1.17558 -0.71098 4.24820
H -0.30850 2.31518 1.06010
N -0.49577 -0.55371 2.04585
H 2.16078 -1.01420 1.78325
H 1.31414 -0.57382 5.74399
C 2.16778 -0.13606 2.43994
C -2.62768 -0.70434 3.84448
H -1.83545 1.40542 1.30961
*
```

Energy = -627.66737 Eh

These records have HOMO level values of -4.81 -10.67 -0.55 eV, in the order they appear.
These records have E_LUMO values of 2.98 0.52 2.65 eV, in the order they appear.